1.
Formula: C26H33O5Pm
Source: the OMol25 dataset
Level of theory: the ωB97M-V functional and the def2-TZVPD basis

Summary:
**HOMO energy (spin up / spin down)**: -8.414 / -8.436 eV
**ΔE to the lowest compared entry with this formula, charge and spin**: 62.1 kJ/mol
**Electronic energy**: -54289.4499 eV
**2S+1**: 5

XYZ file:
```
65
Properties=species:S:1:pos:R:3:forces:R:3
O 0.176726 0.105009 -5.747235 -0.2 0.4 -3.3
C 0.311629 1.357758 -6.589088 -0.2 -0.4 0.7
C 0.282677 0.589112 -7.888745 -0.3 -0.6 0.2
H 1.252536 1.859058 -6.356532 -0.2 0.0 0.1
H -0.555457 2.000871 -6.468060 0.1 0.2 0.4
C 0.335261 -0.659569 -6.988815 -0.3 0.1 -1.2
H 1.137485 0.705338 -8.556511 -0.2 0.1 0.0
H -0.683053 0.595940 -8.418864 0.5 0.5 0.0
C 1.655069 -1.366091 -7.182511 0.1 -0.2 0.2
H 2.523279 -0.722404 -6.984044 -0.3 -0.2 0.1
H 1.698055 -1.659424 -8.238387 0.1 0.0 0.2
H 1.689921 -2.273079 -6.581166 0.3 0.0 0.1
C -0.841562 -1.569599 -7.274022 0.3 -0.1 0.2
H -1.790470 -1.054779 -7.091011 0.2 -0.1 0.0
H -0.766396 -2.466430 -6.661604 -0.3 -0.2 0.0
H -0.769623 -1.840301 -8.332796 -0.2 -0.2 0.2
Pm -0.249628 -0.355199 -0.235452 1.5 0.6 -0.4
C -2.587182 -0.951701 0.640748 -0.7 0.5 -0.2
C -2.529540 0.462253 0.848412 -0.7 -0.1 -0.7
C -2.498234 1.090036 -0.435606 -0.1 -0.2 0.6
H -2.577113 0.979939 1.809049 0.2 -0.3 -0.4
C -2.527167 0.069282 -1.424398 -0.5 -0.1 0.1
C -2.625903 -1.185224 -0.764760 -0.4 0.2 0.2
H -2.722615 -2.155826 -1.243080 0.2 0.2 0.1
H -2.597138 -1.708573 1.425041 -0.1 0.2 -0.3
H -2.463416 2.167578 -0.625146 0.0 -0.5 0.1
H -2.473399 0.237250 -2.498253 -0.1 -0.1 0.2
C 1.245686 -2.288912 0.844135 0.2 -0.5 0.2
C 0.241603 -2.878432 0.028325 0.2 -0.4 0.0
C 0.580366 -2.618911 -1.330787 0.2 0.1 0.0
H -0.641379 -3.425293 0.379591 0.6 0.1 -0.2
C 1.769622 -1.833552 -1.344909 -0.2 -0.3 0.1
C 2.173898 -1.629916 -0.000003 0.1 -0.1 0.0
H 3.074383 -1.089039 0.318798 -0.5 -0.3 -0.1
H 1.342766 -2.415176 1.932917 -0.2 0.4 -0.7
H 0.054101 -2.988144 -2.211744 0.1 0.2 0.3
H 2.301790 -1.484492 -2.232579 -0.2 -0.1 0.3
O 2.155788 1.967085 -3.940746 -2.5 0.5 2.0
C 1.001340 1.106723 -3.562870 0.5 -0.7 0.4
C -0.265634 2.014500 -3.638113 0.4 -0.1 0.5
H 1.133827 0.643472 -2.506288 0.2 1.0 -1.2
H 0.890454 0.253292 -4.284552 0.8 1.2 1.4
C 0.269490 3.456776 -3.797072 -0.1 -0.7 -0.7
H -0.815543 1.962897 -2.713913 -0.2 -0.1 0.5
H -0.942147 1.655089 -4.403018 0.0 0.2 -0.2
C 1.695361 3.215681 -3.279146 0.6 0.1 -0.4
H -0.340168 4.218279 -3.274122 0.5 -0.5 0.0
H 0.242441 3.700635 -4.875688 0.4 0.2 0.5
H 1.627684 3.061747 -2.182895 0.2 -0.1 -0.4
H 2.411485 4.026052 -3.467099 -0.1 -0.4 -0.2
O 2.542566 3.288346 1.844880 -0.2 -0.4 -0.2
C 2.178895 2.778070 3.034240 -0.5 -0.2 0.2
C 2.634746 3.375987 4.222078 -0.1 -0.3 -0.1
C 2.230098 2.855776 5.450126 -0.1 -0.1 -0.4
C 1.374178 1.752917 5.523765 -0.6 -0.6 -0.2
C 0.898603 1.161788 4.347311 0.5 0.5 0.5
C 1.296078 1.664387 3.109110 0.2 0.5 0.1
C 0.737234 1.026184 1.910634 -0.3 -0.7 -0.6
O -0.039685 0.015025 2.032060 1.0 1.2 0.3
O 1.037872 1.457565 0.719107 -0.2 -0.1 1.0
H 2.073101 2.737098 1.155166 0.4 0.4 0.3
H 3.302063 4.238042 4.159399 -0.2 -0.3 0.0
H 2.577249 3.316748 6.368375 0.0 0.0 -0.1
H 1.039469 1.335316 6.481983 0.3 0.4 -0.4
H 0.219481 0.309869 4.331181 0.2 0.2 0.2
```
Forces are in eV/Å.

---

2.
Formula: C26H33OSiSn
Source: the OMol25 dataset
Level of theory: the ωB97M-V functional and the def2-TZVPD basis

Summary:
**HOMO energy**: -2.485 eV
**Total charge**: -1
**Electronic energy**: -43253.3323 eV
**2S+1**: 1

XYZ file:
```
62
Properties=species:S:1:pos:R:3:forces:R:3
C -2.057387 1.587781 3.597684 -0.5 0.4 -0.3
Si -1.209822 0.091428 2.840590 0.5 0.0 0.4
C -2.121128 -1.353748 3.620792 -0.5 -0.4 -0.3
H -1.159877 0.086591 1.187801 0.1 0.0 2.2
C 0.372226 0.062873 3.962034 0.5 0.0 -0.4
Sn 2.124352 0.178363 2.706128 -1.1 -0.1 0.0
C 3.979659 0.100667 3.756151 0.3 0.0 0.0
C 1.779571 -1.568173 1.492883 0.4 -0.1 -0.1
C 1.821413 2.156290 1.894670 0.4 0.2 0.1
H -2.047262 1.491021 4.696581 0.0 -0.1 -0.4
H -1.552409 2.528684 3.334779 -0.2 -0.2 0.0
H -3.105912 1.630201 3.268522 0.2 0.2 0.1
H -2.111981 -1.237858 4.717500 0.1 0.1 -0.4
H -3.168182 -1.368081 3.287506 0.2 -0.2 0.1
H -1.646710 -2.316078 3.381697 -0.2 0.2 0.0
H 0.372964 0.928908 4.650381 -0.1 -0.4 -0.3
H 0.414313 -0.867052 4.557392 -0.1 0.4 -0.3
H 4.805250 0.093973 3.035212 -0.1 0.0 0.2
H 4.082703 0.975634 4.407027 0.0 -0.2 -0.1
H 4.031470 -0.806381 4.367754 0.0 0.2 -0.1
H 2.505642 -1.610788 0.675377 -0.2 -0.1 0.0
H 1.900254 -2.458619 2.125316 0.0 0.2 -0.1
H 0.771061 -1.573842 1.065394 0.2 0.2 0.1
H 2.497329 2.326178 1.050465 -0.2 0.2 0.2
H 0.780846 2.294187 1.575914 0.3 -0.1 0.1
H 2.033001 2.900406 2.673245 0.0 -0.2 -0.1
C 5.024653 -1.679481 -2.716832 -0.7 0.9 0.6
O 4.475204 -0.614769 -1.907308 1.4 -0.5 -1.0
C 3.134742 -0.435509 -1.904303 -1.5 0.0 -0.1
C 2.653140 0.685186 -1.188791 1.2 -1.1 -0.4
C 1.326497 0.759302 -0.874843 -1.1 0.2 -0.2
C 0.373371 -0.169609 -1.375461 0.5 -0.5 0.7
C -1.041683 0.018321 -1.158596 -0.8 0.0 -0.1
C -2.043672 -0.984812 -1.479715 0.3 1.6 0.0
C -3.227868 -0.305073 -1.911791 0.0 -0.1 -0.4
C -4.202685 -0.935843 -2.674464 0.3 -0.6 0.5
C -4.048635 -2.302865 -2.941411 -0.6 0.3 -0.2
C -2.951189 -3.005156 -2.418888 0.5 0.2 0.7
C -1.968154 -2.367710 -1.639322 -0.7 -0.7 -0.5
C -2.989769 1.115197 -1.871275 0.4 -0.2 -0.2
C -1.647110 1.320851 -1.419058 0.1 -1.7 -0.5
C -1.021771 2.529296 -1.703914 -0.4 1.3 -0.3
C -1.731603 3.503014 -2.428116 0.4 -0.6 0.7
C -3.050060 3.287593 -2.861112 -0.4 0.0 0.0
C -3.678708 2.068262 -2.599517 0.1 0.6 0.3
C 0.880312 -1.262597 -2.113240 -0.4 0.3 -0.2
C 2.213321 -1.348596 -2.463139 1.0 0.1 0.6
H 6.092929 -1.525792 -2.635053 0.2 -0.2 -0.1
H 4.740491 -2.659477 -2.314877 0.0 0.1 -0.1
H 4.701774 -1.603308 -3.765928 0.1 0.0 0.3
H 3.394256 1.418205 -0.861074 -0.2 -0.2 0.2
H 0.988157 1.548437 -0.199133 0.1 -0.4 -0.6
H -5.009318 -0.317190 -3.076645 0.1 -0.5 0.0
H -4.807211 -2.808842 -3.555143 0.5 0.1 0.2
H -2.834587 -4.066237 -2.627967 -0.1 0.1 0.1
H -1.132022 -2.911676 -1.203433 -0.2 -0.1 -0.3
H 0.022233 2.689886 -1.430590 -0.5 0.2 -0.3
H -1.214578 4.430853 -2.641017 -0.1 0.1 -0.1
H -3.587685 4.065364 -3.405669 0.2 -0.1 0.1
H -4.674085 1.811049 -2.972819 0.3 0.4 0.0
H 0.217831 -2.061771 -2.457273 0.2 0.6 -0.1
H 2.532096 -2.157050 -3.131063 0.0 0.2 0.5
```
Forces are in eV/Å.

---

3.
Formula: C26H34BBr60FNO2
Source: the OMol25 dataset
Level of theory: the ωB97M-V functional and the def2-TZVPD basis

Summary:
**HOMO energy**: -3.556 eV
**Total charge**: -1
**Electronic energy**: -4239037.4256 eV
**2S+1**: 1

XYZ file:
```
125
Properties=species:S:1:pos:R:3:forces:R:3
C -3.090926 2.819419 -4.909049 0.7 -0.1 0.2
C -1.970101 2.010028 -5.699736 -1.0 -0.4 -0.4
C -1.165820 2.828155 -6.785856 0.4 -0.6 0.5
N -1.783607 0.776370 -5.469056 0.3 2.9 0.3
B -0.632021 0.518405 -4.451679 -0.1 -1.7 -0.6
F -1.225433 -0.112829 -3.267853 0.5 0.7 -0.1
O 0.160044 1.734088 -4.152467 -0.2 -0.5 1.1
C 0.605374 1.789207 -2.806287 0.3 1.7 -0.4
C -0.471256 2.565527 -1.948646 -0.5 -1.7 0.3
C -1.036013 1.695927 -0.753248 0.6 0.7 0.3
O 0.131355 3.780088 -1.441353 -0.4 0.0 -0.2
H -2.746758 3.861251 -4.650640 -0.4 -0.8 -0.6
H -4.037516 2.824687 -5.511724 0.7 0.2 0.6
H -3.224886 2.304958 -3.919547 -0.2 0.2 -1.1
H -0.411802 2.107105 -7.190858 -0.8 0.7 0.2
H -1.793547 3.227612 -7.620573 0.4 -0.2 0.8
H -0.581490 3.651166 -6.297660 -0.6 -0.4 -0.3
H 0.119343 -0.294636 -4.972788 0.5 -0.6 0.1
H 1.529818 2.441304 -2.807263 -0.9 -0.5 0.1
H 0.919637 0.807801 -2.375965 -0.6 0.5 -0.3
H -1.339253 2.791123 -2.624550 1.0 0.1 0.4
H -0.302216 0.882476 -0.531529 -0.8 0.4 -0.1
H -2.064687 1.292553 -0.940305 1.1 0.2 0.1
H -1.041290 2.362056 0.155650 -0.3 -0.7 -0.9
H -0.596131 4.406217 -1.349176 0.1 0.0 0.0
C -0.368344 4.993557 1.799809 0.0 -0.2 0.0
Br 0.779719 5.920726 3.054708 -0.2 -0.1 -0.1
Br -1.238292 3.462548 2.601446 0.1 0.3 0.2
Br -1.662707 6.177226 0.986126 0.2 -0.1 0.2
H 0.268447 4.618757 1.003874 -0.1 0.0 0.0
C -3.489252 0.616876 4.971044 -0.1 0.0 0.0
Br -4.501708 2.260567 4.816469 0.2 -0.2 0.0
Br -3.102555 -0.156094 3.235887 0.0 0.2 0.3
Br -1.882727 0.859696 6.026388 -0.2 0.0 -0.2
H -4.114088 -0.092202 5.502310 0.1 0.1 -0.1
C 4.609669 3.803595 -2.038016 -0.1 0.0 0.0
Br 6.463738 4.259453 -1.704263 -0.2 -0.1 0.0
Br 4.390682 1.913670 -2.389701 0.1 0.2 0.1
Br 3.452435 4.402416 -0.608984 0.2 -0.1 -0.2
H 4.307628 4.331669 -2.936182 0.0 -0.1 0.1
C 6.122324 0.382942 0.652486 -0.1 0.0 0.0
Br 7.982378 0.832863 0.952605 -0.2 -0.1 0.0
Br 5.885344 -1.510801 0.321289 0.2 0.3 0.2
Br 4.991575 1.012146 2.089304 0.2 -0.1 -0.2
H 5.811016 0.903272 -0.247645 0.0 -0.1 0.1
C 2.614384 -1.190947 4.571318 0.0 0.0 -0.1
Br 1.608103 0.407324 4.142765 0.2 -0.2 0.0
Br 2.996622 -2.246080 2.992281 -0.1 0.2 0.3
Br 4.222306 -0.782013 5.574440 -0.2 -0.1 -0.1
H 1.986035 -1.798103 5.214368 0.1 0.1 -0.1
C -3.026334 4.459896 -10.920604 -0.1 0.0 0.1
Br -1.099274 4.562129 -10.748916 -0.3 0.0 0.0
Br -3.577015 2.967350 -12.024479 0.1 0.2 0.1
Br -3.888891 4.417351 -9.192101 0.1 0.0 -0.4
H -3.349296 5.364070 -11.423904 0.1 -0.1 0.1
C 0.158340 -4.776485 5.530953 -0.1 -0.1 -0.1
Br -0.838456 -3.173464 5.103255 0.3 -0.1 0.0
Br 0.539042 -5.830108 3.953000 0.0 0.2 0.3
Br 1.765007 -4.372012 6.535019 -0.2 0.0 -0.1
H -0.471923 -5.382597 6.173392 0.1 0.1 -0.1
C -4.563152 -0.606624 -13.929703 0.1 -0.1 0.1
Br -3.007400 -0.758309 -12.787889 -0.3 0.1 -0.2
Br -6.090388 0.108712 -12.977341 0.3 -0.1 -0.1
Br -4.180344 0.405539 -15.535918 -0.1 -0.1 0.2
H -4.826426 -1.610739 -14.242054 0.0 0.1 0.0
C 4.229682 -1.691362 -4.100783 -0.1 0.1 0.0
Br 6.162611 -1.659473 -3.977712 -0.2 0.0 0.0
Br 3.594818 -3.244800 -5.065542 0.2 0.3 0.1
Br 3.397676 -1.536887 -2.361948 0.0 -0.1 -0.4
H 3.933032 -0.818484 -4.674550 0.0 -0.1 0.0
C -7.111726 5.849702 4.011553 0.0 0.0 -0.1
Br -5.180247 5.866563 4.126952 -0.3 0.0 0.0
Br -7.744642 4.469493 2.811628 0.1 0.2 0.2
Br -7.933971 5.714995 5.759814 0.1 0.0 -0.2
H -7.414109 6.801699 3.590166 0.0 -0.1 0.1
C 1.523121 -6.508801 -5.299426 -0.1 0.1 0.1
Br -0.062512 -6.956831 -6.315201 0.2 0.0 0.1
Br 1.081622 -5.743676 -3.579246 0.0 -0.2 -0.3
Br 2.719413 -8.022857 -5.128835 -0.2 0.2 0.0
H 2.053737 -5.746605 -5.859652 -0.1 -0.1 0.1
C -3.899859 7.790500 -6.343182 0.2 -0.1 0.0
Br -5.459444 7.390102 -7.421932 0.2 0.1 0.2
Br -4.380911 8.312160 -4.545178 0.0 0.0 -0.2
Br -2.637291 6.327766 -6.321821 -0.2 0.2 0.0
H -3.396364 8.633318 -6.803068 -0.1 -0.1 0.1
C 3.109500 2.354205 -7.690255 0.0 -0.4 0.0
Br 4.223820 3.455047 -6.547257 -0.1 -0.1 -0.1
Br 2.225777 0.942978 -6.701763 0.0 0.3 0.0
Br 1.846995 3.425608 -8.695849 0.2 -0.1 0.1
H 3.769483 1.880333 -8.407811 -0.1 0.2 0.1
C -0.567415 9.372969 -2.137936 0.0 -0.2 0.0
Br -1.174662 7.562799 -2.442885 0.1 0.3 -0.1
Br -0.703105 10.455723 -3.738008 0.0 -0.1 0.2
Br -1.476266 10.191169 -0.636270 0.1 -0.1 -0.2
H 0.484264 9.316815 -1.880610 -0.1 0.0 0.0
C 1.985401 -1.557440 10.128262 -0.1 0.0 0.0
Br 1.309708 -0.240769 8.881197 0.1 -0.3 0.1
Br 0.565618 -2.641892 10.871503 0.2 0.0 -0.2
Br 3.379460 -2.640607 9.332346 -0.1 0.1 0.1
H 2.434269 -1.014672 10.953205 0.0 -0.1 -0.1
C -3.778510 -8.343116 -8.587119 -0.1 0.0 0.0
Br -3.473123 -9.257967 -6.908881 0.0 0.2 -0.2
Br -4.505776 -6.570685 -8.314959 0.2 -0.3 0.0
Br -2.181850 -8.304299 -9.681604 -0.2 0.0 0.2
H -4.523273 -8.913703 -9.130092 0.1 0.1 0.1
C -0.086886 -1.737812 14.994949 0.0 0.0 -0.1
Br -0.017504 -0.275219 13.731518 0.0 -0.1 0.2
Br -1.527412 -2.967598 14.594820 0.2 0.2 0.0
Br 1.618132 -2.643156 15.123994 -0.2 0.1 0.0
H -0.295141 -1.309292 15.968666 0.0 -0.1 -0.1
C 5.192518 -5.570919 11.481806 0.0 0.0 0.0
Br 7.049163 -5.101909 11.764071 -0.3 -0.1 0.0
Br 4.967170 -7.468650 11.177603 0.0 0.2 0.1
Br 4.063105 -4.944593 12.922225 0.1 -0.1 -0.2
H 4.869337 -5.061975 10.579976 0.0 -0.1 0.1
C 1.133564 -8.014541 8.182704 0.1 0.0 0.0
Br -0.465596 -8.480337 7.196282 0.2 0.1 0.2
Br 0.719343 -7.212888 9.894834 0.1 0.1 -0.3
Br 2.328484 -9.526860 8.365634 -0.2 0.2 0.0
H 1.657641 -7.262640 7.601250 -0.1 -0.1 0.1
C 1.406205 -9.784358 12.628835 0.0 0.0 -0.1
Br -0.201246 -10.265894 11.665524 0.2 -0.1 0.3
Br 1.003100 -8.984116 14.344814 0.1 -0.1 -0.3
Br 2.617796 -11.284491 12.800925 -0.2 0.2 0.0
H 1.916243 -9.029601 12.037644 -0.1 -0.1 0.1
```
Forces are in eV/Å.